Entry 1:
ORCA calculation (wB97M-V/def2-TZVPD) on 8 unconnected molecules or ions with the total composition C19H48ClNO11.

Values from the calculation:
- Kohn-Sham gap (eV) = 9.14
- ΔE to the lowest compared entry with this formula, charge and spin (eV) = 0.000
- 2S+1 = 1
- HOMO (eV) = -9.89
- SMILES = C[C@@H](Cl)COC(=O)OOC#N.CCO.CCO.CCO.CCO.CCO.CCO.CCO

Last column: Löwdin charge in e.
Geometry (Å):
C1 2.99 2.07 1.86  -0.129
C2 3.33 3.49 1.51  -0.685
Cl1 4.10 3.47 -0.13  0.628
C3 2.14 4.43 1.46  -0.183
O1 1.61 4.72 2.77  0.073
C4 0.76 3.83 3.26  -0.519
O2 0.85 3.35 4.36  0.192
O3 -0.34 3.48 2.45  0.096
O4 -0.01 2.12 2.06  0.014
C5 -0.39 1.95 0.85  -0.318
N1 -0.65 2.11 -0.26  0.220
H1 2.62 1.95 2.87  0.077
H2 2.34 1.62 1.12  0.063
H3 3.91 1.50 1.81  0.083
H4 4.07 3.92 2.16  0.085
H5 1.39 4.11 0.75  0.120
H6 2.49 5.38 1.08  0.121
C6 0.45 -1.68 4.20  -0.074
C7 0.15 -0.68 3.10  -0.301
O5 1.29 -0.44 2.28  -0.087
H7 1.27 -1.32 4.83  0.077
H8 -0.42 -1.84 4.83  0.076
H9 0.76 -2.63 3.78  0.063
H10 -0.14 0.28 3.53  0.101
H11 -0.67 -1.04 2.47  0.099
H12 1.54 -1.29 1.90  0.047
C8 -3.58 -0.75 0.02  -0.086
C9 -2.45 -1.76 -0.04  -0.312
O6 -2.40 -2.54 1.16  -0.095
H13 -3.45 -0.09 0.88  0.072
H14 -3.61 -0.14 -0.88  0.063
H15 -4.54 -1.27 0.13  0.073
H16 -1.49 -1.26 -0.14  0.106
H17 -2.57 -2.43 -0.90  0.096
H18 -3.25 -2.99 1.24  0.076
C10 1.24 -5.53 1.29  -0.087
C11 1.51 -4.45 0.27  -0.301
O7 1.68 -3.17 0.89  -0.097
H19 0.35 -5.29 1.88  0.075
H20 1.09 -6.50 0.81  0.074
H21 2.07 -5.61 1.99  0.073
H22 0.67 -4.35 -0.42  0.113
H23 2.40 -4.68 -0.32  0.110
H24 2.43 -3.23 1.49  0.083
C12 -1.39 -0.92 -4.47  -0.093
C13 -2.62 -1.79 -4.62  -0.297
O8 -3.33 -1.89 -3.38  -0.106
H25 -0.73 -1.33 -3.70  0.082
H26 -0.84 -0.85 -5.40  0.068
H27 -1.66 0.09 -4.15  0.070
H28 -2.34 -2.81 -4.91  0.116
H29 -3.29 -1.39 -5.38  0.112
H30 -3.59 -1.00 -3.12  0.073
C14 -7.78 -2.94 -3.04  -0.095
C15 -6.80 -3.80 -3.82  -0.324
O9 -5.87 -3.01 -4.54  -0.092
H31 -8.33 -2.28 -3.72  0.074
H32 -8.50 -3.56 -2.50  0.071
H33 -7.25 -2.32 -2.32  0.067
H34 -7.33 -4.42 -4.55  0.109
H35 -6.26 -4.47 -3.15  0.108
H36 -5.39 -2.47 -3.90  0.046
C16 5.40 4.10 6.74  -0.092
C17 5.39 4.22 5.23  -0.314
O10 4.22 3.64 4.67  -0.090
H37 5.35 3.05 7.04  0.076
H38 6.31 4.53 7.17  0.073
H39 4.54 4.61 7.18  0.073
H40 6.24 3.70 4.80  0.112
H41 5.45 5.28 4.93  0.110
H42 3.46 4.10 5.03  0.074
C18 2.57 2.26 -5.90  -0.093
C19 1.33 1.40 -6.02  -0.323
O11 0.62 1.33 -4.79  -0.096
H43 3.24 1.85 -5.13  0.076
H44 3.12 2.30 -6.85  0.073
H45 2.32 3.28 -5.60  0.072
H46 1.59 0.38 -6.30  0.110
H47 0.66 1.81 -6.79  0.109
H48 0.37 2.22 -4.54  0.084

Entry 2:
ORCA calculation (wB97M-V/def2-TZVPD) on C19H18N2O5S2 in the gas phase.

Values from the calculation:
- Kohn-Sham gap (eV) = 8.63
- ΔE to the lowest compared entry with this formula, charge and spin (eV) = 0.000
- 2S+1 = 1
- HOMO (eV) = -8.40
- SMILES = CCOC(=O)c1c(NC(=O)CSc2nc3ccccc3o2)sc(C(C)=O)c1C

Last column: Löwdin charge in e.
Geometry (Å):
C1 -1.49 -3.20 -0.42  -0.051
C2 -0.83 -2.83 0.90  -0.195
O1 0.39 -2.13 0.70  0.000
C3 0.31 -0.82 0.48  -0.398
O2 -0.75 -0.22 0.48  0.088
C4 1.60 -0.16 0.26  -0.089
C5 1.64 1.20 -0.01  -0.409
N1 0.54 2.01 -0.13  0.105
C6 0.66 3.36 -0.30  -0.531
O3 1.73 3.90 -0.40  0.012
C7 -0.67 4.09 -0.36  -0.326
S1 -1.71 3.75 1.11  1.049
C8 -2.54 2.36 0.51  -0.680
N2 -2.46 1.89 -0.69  0.129
C9 -3.26 0.77 -0.68  -0.230
C10 -3.56 -0.15 -1.67  -0.013
C11 -4.41 -1.19 -1.33  -0.100
C12 -4.95 -1.31 -0.05  -0.087
C13 -4.66 -0.39 0.95  0.005
C14 -3.81 0.64 0.61  -0.200
O4 -3.34 1.68 1.36  0.085
S2 3.22 1.82 -0.18  1.202
C15 3.89 0.22 0.10  -0.373
C16 5.34 0.04 0.08  -0.468
C17 6.13 1.30 -0.16  -0.051
O5 5.88 -1.04 0.24  0.066
C18 2.91 -0.73 0.32  -0.208
C19 3.17 -2.17 0.59  -0.011
H1 -1.77 -2.30 -0.96  0.059
H2 -0.80 -3.79 -1.03  0.080
H3 -2.38 -3.78 -0.24  0.080
H4 -0.55 -3.72 1.46  0.127
H5 -1.51 -2.21 1.49  0.121
H6 -0.36 1.53 -0.07  0.101
H7 -1.24 3.77 -1.23  0.085
H8 -0.48 5.16 -0.38  0.090
H9 -3.14 -0.06 -2.66  0.116
H10 -4.66 -1.93 -2.07  0.104
H11 -5.60 -2.14 0.18  0.103
H12 -5.07 -0.47 1.94  0.118
H13 5.91 2.03 0.61  0.077
H14 5.86 1.73 -1.13  0.077
H15 7.19 1.06 -0.15  0.086
H16 2.74 -2.45 1.55  0.093
H17 2.69 -2.78 -0.17  0.093
H18 4.23 -2.36 0.59  0.069

Entry 3:
ORCA calculation (wB97M-V/def2-TZVPD) on 2 unconnected molecules or ions with the total composition C3H7S.

Values from the calculation:
- Kohn-Sham gap (spin up / spin down) (eV) = 2.92 / 7.10
- ΔE to the lowest compared entry with this formula, charge and spin (eV) = 0.253
- 2S+1 = 2
- HOMO (spin up / spin down) (eV) = 3.91 / -0.28
- ⟨S²⟩ = 0.75
- total charge = -2

Last column: Mulliken spin population.
Geometry (Å):
S1 3.76 0.14 -1.74  0.028
H1 3.76 -0.44 -0.54  0.000
C1 -1.76 -0.63 0.07  2.390
C2 -0.88 0.49 0.49  0.509
C3 0.44 0.60 0.41  0.135
H2 -2.75 -0.43 -0.35  -0.879
H3 -1.28 -1.14 -0.79  -0.434
H4 -1.88 -1.39 0.85  -0.486
H5 -1.44 1.36 0.87  -0.538
H6 0.95 1.38 0.97  0.045
H7 1.11 0.05 -0.24  0.230

Entry 4:
ORCA calculation (wB97M-V/def2-TZVPD) on 9 unconnected molecules or ions with the total composition C19H36Cl2F15N3O11S.

Values from the calculation:
- Kohn-Sham gap (eV) = 5.68
- ΔE to the lowest compared entry with this formula, charge and spin (eV) = 6.687
- 2S+1 = 1
- HOMO (eV) = -12.18
- total charge = +2

Last column: Löwdin charge in e.
Geometry (Å):
N1 -28.09 -10.62 -10.64  0.358
H1 -27.67 -10.43 -11.53  0.163
H2 -27.65 -11.43 -10.22  0.163
H3 -29.08 -10.84 -10.67  0.155
H4 -28.07 -9.78 -10.08  0.160
N2 -32.83 -10.22 -5.17  0.356
H5 -33.56 -9.56 -5.39  0.154
H6 -33.24 -10.91 -4.56  0.166
H7 -32.05 -9.68 -4.82  0.166
H8 -32.70 -10.58 -6.11  0.157
N3 -33.56 -3.05 -7.32  0.355
H9 -33.73 -2.59 -8.20  0.165
H10 -32.58 -3.23 -7.13  0.161
H11 -33.88 -4.01 -7.35  0.154
H12 -33.90 -2.56 -6.51  0.164
C1 -26.33 -5.50 -4.99  -0.638
F1 -25.43 -5.10 -5.97  0.071
F2 -25.68 -6.37 -4.31  0.164
F3 -26.71 -4.46 -4.24  0.113
S1 -27.98 -6.23 -5.71  0.467
O1 -28.91 -5.09 -5.69  -0.387
O2 -27.53 -6.76 -6.99  -0.385
O3 -28.42 -7.26 -4.75  -0.403
C2 -25.13 -13.20 -3.89  -0.045
C3 -26.54 -12.70 -4.02  -0.210
O4 -27.63 -13.63 -4.18  0.057
C4 -27.98 -14.09 -5.34  -0.417
O5 -27.44 -13.80 -6.39  0.136
C5 -29.04 -15.16 -5.28  -0.555
F4 -29.79 -15.14 -4.17  0.170
F5 -29.89 -15.00 -6.31  0.144
F6 -28.45 -16.35 -5.40  0.198
H13 -24.79 -13.70 -4.79  0.084
H14 -25.23 -14.00 -3.15  0.088
H15 -24.44 -12.42 -3.56  0.096
H16 -26.63 -11.79 -4.61  0.126
H17 -26.89 -12.23 -3.10  0.126
C6 -24.63 -2.59 2.69  -0.046
C7 -25.13 -1.68 1.54  -0.144
O6 -23.98 -1.70 0.67  0.027
C8 -23.73 -0.77 -0.17  -0.388
O7 -24.43 0.26 -0.33  0.108
C9 -22.62 -1.01 -1.15  -0.556
F7 -21.78 -2.02 -0.77  0.127
F8 -23.15 -1.48 -2.25  0.187
F9 -21.82 0.03 -1.37  0.189
H18 -23.57 -2.43 2.89  0.085
H19 -24.62 -3.64 2.40  0.074
H20 -25.26 -2.43 3.56  0.078
H21 -25.26 -0.67 1.92  0.124
H22 -25.96 -1.97 0.90  0.135
C10 -19.80 -7.46 0.76  -0.077
C11 -18.65 -7.82 -0.12  -0.231
O8 -17.51 -6.96 0.02  0.006
C12 -16.31 -7.28 -0.59  -0.281
O9 -16.14 -8.38 -1.15  0.125
C13 -15.13 -6.32 -0.32  -0.597
F10 -14.96 -5.61 -1.43  0.177
F11 -15.39 -5.51 0.68  0.198
F12 -14.06 -7.05 -0.08  0.193
H23 -19.51 -6.95 1.68  0.083
H24 -20.49 -8.24 1.08  0.079
H25 -20.47 -6.74 0.29  0.071
H26 -18.93 -7.77 -1.17  0.130
H27 -18.46 -8.85 0.16  0.124
C14 -24.07 -4.91 -13.03  -0.073
C15 -23.90 -6.37 -13.18  -0.254
O10 -23.89 -6.59 -14.54  0.033
C16 -24.79 -7.45 -15.06  -0.300
O11 -25.43 -8.26 -14.37  0.089
C17 -24.83 -7.50 -16.61  -0.508
F13 -23.77 -6.82 -17.14  0.158
F14 -24.72 -8.76 -17.01  0.184
F15 -26.01 -6.97 -17.03  0.151
H28 -23.45 -4.20 -13.58  0.096
H29 -24.07 -4.77 -11.94  0.086
H30 -25.04 -4.44 -13.20  0.079
H31 -24.60 -6.99 -12.62  0.123
H32 -22.91 -6.57 -12.77  0.137
Cl1 -28.91 3.15 -5.04  0.540
C18 -28.82 2.47 -6.69  -0.663
C19 -27.60 1.53 -6.70  -0.594
Cl2 -27.52 0.78 -8.39  0.461
H33 -28.75 3.36 -7.31  0.064
H34 -29.76 1.98 -6.95  0.059
H35 -27.67 0.69 -6.01  0.063
H36 -26.65 2.04 -6.54  0.070

Entry 5:
ORCA calculation (wB97M-V/def2-TZVPD) on 9 unconnected molecules or ions with the total composition C42H49F5O4.

Values from the calculation:
- Kohn-Sham gap (eV) = 9.74
- ΔE to the lowest compared entry with this formula, charge and spin (eV) = 0.000
- 2S+1 = 1
- HOMO (eV) = -9.17
- SMILES = Fc1ccccc1.Fc1ccccc1.Fc1ccccc1.Fc1ccccc1.Fc1ccccc1.CC(C)=O.CC(C)=O.CC(C)=O.CC(C)=O

Last column: Löwdin charge in e.
Geometry (Å):
F1 2.65 1.47 -5.78  0.055
C1 3.27 1.73 -4.61  -0.297
C2 2.57 1.58 -3.44  -0.003
C3 3.23 1.81 -2.23  -0.072
C4 4.57 2.20 -2.24  -0.099
C5 5.21 2.44 -3.46  -0.079
C6 4.57 2.15 -4.66  -0.023
H1 1.52 1.31 -3.48  0.101
H2 2.75 1.76 -1.26  0.087
H3 5.07 2.50 -1.34  0.091
H4 6.17 2.95 -3.38  0.102
H5 5.05 2.29 -5.62  0.117
F2 3.82 4.04 3.26  0.075
C7 3.67 2.73 3.50  -0.281
C8 4.31 2.09 4.54  -0.021
C9 4.23 0.71 4.71  -0.071
C10 3.37 -0.02 3.89  -0.084
C11 2.66 0.65 2.89  -0.092
C12 2.85 2.00 2.65  -0.007
H6 4.99 2.66 5.16  0.117
H7 4.81 0.28 5.51  0.103
H8 3.10 -1.04 4.12  0.087
H9 2.03 0.07 2.24  0.077
H10 2.35 2.42 1.80  0.097
F3 -2.01 -6.61 -4.71  0.054
C13 -2.05 -5.63 -3.79  -0.286
C14 -3.27 -5.18 -3.29  -0.008
C15 -3.23 -4.28 -2.22  -0.071
C16 -2.02 -3.76 -1.77  -0.105
C17 -0.84 -4.15 -2.38  -0.092
C18 -0.85 -5.10 -3.39  -0.016
H11 -4.22 -5.56 -3.62  0.115
H12 -4.14 -4.11 -1.66  0.107
H13 -1.93 -3.09 -0.92  0.083
H14 0.11 -3.77 -2.02  0.104
H15 0.09 -5.51 -3.74  0.120
F4 -2.65 3.01 2.80  0.054
C19 -3.62 2.24 3.32  -0.302
C20 -3.38 0.90 3.45  -0.032
C21 -4.37 0.06 3.95  -0.066
C22 -5.63 0.58 4.21  -0.099
C23 -5.87 1.95 4.12  -0.080
C24 -4.85 2.79 3.67  -0.017
H16 -2.42 0.48 3.18  0.102
H17 -4.20 -0.99 4.10  0.108
H18 -6.44 -0.10 4.41  0.103
H19 -6.82 2.36 4.41  0.104
H20 -5.01 3.85 3.52  0.111
F5 0.98 -6.94 1.70  0.062
C25 1.10 -5.61 1.84  -0.277
C26 0.32 -4.74 1.08  -0.004
C27 0.35 -3.38 1.34  -0.062
C28 1.23 -2.89 2.31  -0.090
C29 1.96 -3.76 3.10  -0.095
C30 1.92 -5.12 2.83  -0.021
H21 -0.34 -5.13 0.31  0.105
H22 -0.33 -2.73 0.81  0.074
H23 1.18 -1.83 2.54  0.083
H24 2.52 -3.43 3.97  0.099
H25 2.42 -5.81 3.50  0.118
C31 -5.23 3.43 -0.34  -0.013
C32 -5.21 1.92 -0.34  -0.485
C33 -3.86 1.24 -0.27  -0.004
O1 -6.24 1.28 -0.41  0.072
H26 -4.24 3.76 -0.65  0.054
H27 -5.50 3.84 0.64  0.080
H28 -5.95 3.79 -1.07  0.087
H29 -3.51 1.12 0.75  0.068
H30 -3.10 1.69 -0.90  0.054
H31 -4.00 0.26 -0.72  0.093
C34 -1.32 3.86 -5.14  -0.016
C35 -1.66 3.25 -3.80  -0.479
C36 -3.08 3.45 -3.30  -0.012
O2 -0.84 2.68 -3.11  0.058
H32 -0.26 3.98 -5.36  0.082
H33 -1.80 4.84 -5.19  0.078
H34 -1.69 3.22 -5.95  0.092
H35 -3.76 2.74 -3.77  0.101
H36 -3.39 4.48 -3.45  0.088
H37 -3.03 3.22 -2.25  0.034
C37 -0.09 -0.44 -0.90  0.004
C38 -0.51 0.18 0.41  -0.482
C39 -0.19 1.62 0.66  0.002
O3 -1.19 -0.46 1.19  0.034
H38 -0.19 0.31 -1.69  0.072
H39 -0.82 -1.22 -1.11  0.057
H40 0.89 -0.91 -0.82  0.075
H41 0.89 1.78 0.66  0.054
H42 -0.58 1.90 1.64  0.080
H43 -0.63 2.19 -0.16  0.086
C40 4.34 -2.54 0.50  -0.005
C41 4.26 -1.02 0.38  -0.480
C42 5.49 -0.18 0.66  0.005
O4 3.24 -0.53 -0.05  0.033
H44 3.43 -2.90 0.02  0.077
H45 4.37 -2.82 1.55  0.080
H46 5.16 -2.83 -0.16  0.087
H47 6.38 -0.69 0.30  0.083
H48 5.53 0.00 1.73  0.081
H49 5.41 0.74 0.09  0.059

Entry 6:
ORCA calculation (wB97M-V/def2-TZVPD) on 2 unconnected molecules or ions with the total composition C2H3ClO2.

Values from the calculation:
- Kohn-Sham gap (spin up / spin down) (eV) = 6.13 / 8.07
- ΔE to the lowest compared entry with this formula, charge and spin (eV) = 1.612
- 2S+1 = 3
- HOMO (spin up / spin down) (eV) = -6.02 / -10.47
- ⟨S²⟩ = 2.01

Last column: Mulliken spin population.
Geometry (Å):
C1 -0.90 0.36 -0.89  0.710
C2 0.00 1.00 -1.60  0.578
O1 -1.64 -0.33 -0.28  0.501
O2 1.03 -1.01 1.98  0.002
Cl1 0.08 -2.32 2.49  0.000
H1 0.22 0.95 -2.65  0.103
H2 0.50 -0.28 2.17  -0.001
H3 0.71 1.64 -1.22  0.107

no.,E (eV)
1,-57010.4598
2,-54884.6972
3,-14055.6370
4,-123903.1805
5,-66125.3160
6,-18733.3571